(1)
{
  "formula": "C41H29BBrF4INP2S4Ta",
  "method": "ωB97M-V with the def2-TZVPD basis set",
  "species": ["Ta", "I", "C", "C", "C", "C", "C", "C", "C", "C", "C", "P", "C", "C", "C", "C", "C", "C", "C", "C", "C", "C", "C", "C", "C", "H", "H", "H", "H", "H", "H", "H", "H", "H", "H", "H", "H", "H", "H", "H", "H", "F", "C", "C", "F", "C", "F", "C", "P", "C", "C", "C", "C", "C", "C", "C", "C", "C", "C", "C", "C", "C", "Br", "C", "F", "H", "H", "H", "H", "H", "H", "H", "H", "H", "H", "S", "S", "S", "S", "B", "C", "N", "H", "H", "H"],
  "xyz": [[-0.047, 0.874, 0.828], [-1.773, -1.257, -0.131], [-2.900, -0.909, -1.872], [-4.142, -1.469, -1.779], [-4.937, -1.595, -2.931], [-4.423, -1.216, -4.135], [-3.132, -0.640, -4.237], [-2.622, -0.300, -5.511], [-1.384, 0.255, -5.641], [-0.648, 0.562, -4.488], [-1.102, 0.265, -3.221], [-0.121, 1.130, -1.931], [1.575, 0.563, -2.258], [2.698, 1.392, -2.195], [3.967, 0.853, -2.369], [4.130, -0.509, -2.576], [3.017, -1.341, -2.623], [1.746, -0.810, -2.473], [-0.380, 2.849, -2.438], [-1.586, 3.432, -2.051], [-1.889, 4.724, -2.447], [-0.989, 5.440, -3.225], [0.203, 4.856, -3.623], [0.511, 3.559, -3.236], [-2.343, -0.412, -3.072], [-4.517, -1.843, -0.834], [-5.925, -2.026, -2.851], [-4.994, -1.353, -5.044], [-3.236, -0.499, -6.380], [-0.984, 0.504, -6.614], [0.293, 1.085, -4.610], [2.605, 2.456, -2.025], [4.828, 1.509, -2.343], [5.121, -0.921, -2.712], [3.138, -2.403, -2.798], [0.884, -1.464, -2.545], [-2.298, 2.877, -1.451], [-2.827, 5.173, -2.148], [-1.219, 6.454, -3.523], [0.905, 5.410, -4.231], [1.439, 3.118, -3.571], [5.880, -1.998, 4.223], [4.629, -1.814, 3.865], [3.604, -2.461, 4.535], [3.874, -3.269, 5.539], [2.292, -2.261, 4.133], [1.338, -2.934, 4.769], [1.962, -1.403, 3.092], [0.233, -1.262, 2.558], [-0.815, -0.920, 3.989], [-0.285, -0.546, 5.221], [-1.132, -0.238, 6.273], [-2.509, -0.294, 6.102], [-3.042, -0.651, 4.872], [-2.198, -0.957, 3.816], [-0.093, -2.961, 2.010], [-1.046, -3.788, 2.597], [-1.231, -5.075, 2.108], [-0.467, -5.537, 1.046], [0.496, -4.717, 0.468], [0.681, -3.432, 0.945], [3.016, -0.795, 2.420], [2.747, 0.261, 0.869], [4.329, -0.986, 2.791], [5.315, -0.404, 2.124], [0.786, -0.480, 5.366], [-0.714, 0.044, 7.231], [-3.166, -0.056, 6.928], [-4.114, -0.691, 4.733], [-2.632, -1.231, 2.860], [-1.625, -3.449, 3.445], [-1.965, -5.721, 2.570], [-0.611, -6.543, 0.675], [1.104, -5.084, -0.349], [1.433, -2.793, 0.487], [0.765, 1.774, 2.991], [-0.897, 2.563, 3.950], [-1.701, 3.538, 2.365], [-2.145, 1.780, 1.297], [2.136, 4.867, -0.379], [1.415, 3.571, -0.034], [0.855, 2.568, 0.195], [2.720, 5.194, 0.623], [2.876, 4.583, -1.297], [1.261, 5.634, -0.702]],
  "forces_ev_per_angstrom": [[-0.6132, -0.4286, -0.1387], [0.2861, -0.0931, -0.0881], [-0.0575, 0.1301, 0.1441], [-0.0926, -0.0281, 0.1155], [-0.0236, 0.0043, -0.1154], [-0.0182, -0.0115, 0.0509], [-0.0121, 0.0103, -0.0039], [0.0200, 0.0028, -0.0068], [-0.0330, -0.0057, -0.0035], [0.0426, -0.0126, 0.0020], [0.0978, -0.0535, 0.0111], [-0.0425, 0.0582, -0.0263], [-0.0022, -0.0415, 0.0111], [0.0220, -0.0205, 0.0086], [0.0071, 0.0060, 0.0156], [-0.0113, -0.0107, -0.0035], [-0.0124, 0.0132, -0.0054], [0.0378, -0.0021, 0.0190], [0.0445, -0.0138, 0.0236], [-0.0059, 0.0255, 0.0055], [0.0000, -0.0068, 0.0048], [0.0063, -0.0042, -0.0055], [-0.0132, -0.0091, -0.0133], [-0.0306, 0.0050, -0.0614], [0.0268, 0.0476, -0.0414], [0.0125, 0.0078, -0.0214], [0.0060, 0.0117, -0.0089], [-0.0025, -0.0047, 0.0113], [0.0036, 0.0097, 0.0004], [-0.0057, -0.0128, 0.0087], [-0.0078, -0.0109, 0.0043], [0.0076, -0.0194, 0.0494], [-0.0128, -0.0142, 0.0012], [-0.0125, 0.0043, 0.0035], [0.0035, 0.0111, -0.0032], [-0.0064, 0.0075, -0.0080], [-0.0020, -0.0041, 0.0191], [0.0063, -0.0001, 0.0018], [-0.0001, -0.0066, -0.0010], [-0.0007, 0.0010, 0.0040], [-0.0371, 0.0227, -0.0232], [-0.0504, 0.0028, 0.0014], [0.0840, -0.0317, 0.0357], [0.0169, -0.0433, 0.0615], [-0.0010, 0.0247, -0.0318], [-0.0699, -0.0256, 0.0068], [0.0442, 0.0003, -0.0052], [-0.0376, 0.0161, -0.0003], [-0.0355, 0.0723, -0.0066], [0.0014, -0.0121, -0.0297], [0.0349, 0.0177, 0.0142], [-0.0123, -0.0016, 0.0089], [0.0162, 0.0038, -0.0037], [-0.0049, 0.0010, -0.0029], [-0.0302, -0.0234, -0.0233], [-0.0034, 0.0192, -0.0350], [0.0275, -0.0171, 0.0219], [-0.0040, -0.0024, 0.0079], [0.0002, 0.0008, 0.0004], [0.0140, 0.0042, 0.0013], [-0.0108, -0.0166, -0.0193], [-0.0416, 0.0021, -0.0190], [-0.0778, -0.0373, 0.0147], [0.0402, 0.0557, -0.0684], [-0.0128, -0.0155, 0.0208], [-0.0222, 0.0038, 0.0021], [-0.0025, -0.0006, -0.0077], [0.0057, -0.0031, -0.0070], [0.0092, 0.0010, 0.0008], [0.0175, 0.0099, 0.0136], [-0.0005, 0.0073, -0.0050], [0.0088, 0.0063, -0.0078], [0.0006, 0.0112, 0.0042], [-0.0046, 0.0020, 0.0021], [0.0003, -0.0008, 0.0009], [0.0951, 0.2479, 0.0531], [-0.0155, -0.0852, 0.0548], [-0.0677, 0.0347, -0.0210], [0.1774, -0.0634, 0.0441], [0.0615, 0.0175, 0.1057], [-0.1257, 0.0161, -0.0417], [0.3897, 0.2061, -0.0237], [0.0263, 0.0269, -0.0052], [-0.0102, 0.0100, -0.0221], [-0.0051, -0.0061, -0.0274]],
  "orbital_gap_ev": 5.6072,
  "max_force_ev_per_a": 0.8,
  "total_charge": 2,
  "homo_ev": -13.482
}

(2)
{
  "formula": "C41H29BrFeN4O6P",
  "method": "ωB97M-V with the def2-TZVPD basis set",
  "species": ["Fe", "O", "C", "O", "C", "C", "C", "C", "C", "C", "P", "C", "C", "C", "C", "C", "C", "C", "C", "C", "C", "C", "C", "H", "H", "H", "H", "H", "H", "H", "H", "H", "H", "H", "H", "H", "H", "C", "O", "C", "C", "C", "C", "C", "C", "N", "N", "C", "C", "C", "C", "O", "C", "N", "C", "C", "C", "C", "H", "H", "H", "H", "H", "H", "H", "H", "H", "H", "H", "H", "Br", "C", "C", "N", "C", "C", "C", "C", "O", "O", "H", "H", "H"],
  "xyz": [[-9.813, -13.508, 17.670], [-11.456, -10.737, 19.843], [-11.553, -11.649, 19.013], [-10.911, -11.844, 17.923], [-12.709, -12.584, 19.405], [-13.584, -12.168, 20.414], [-14.705, -12.896, 20.704], [-14.941, -14.125, 20.086], [-14.068, -14.559, 19.088], [-12.976, -13.821, 18.760], [-11.995, -14.319, 17.259], [-11.902, -16.088, 17.262], [-11.619, -16.731, 16.050], [-11.414, -18.089, 16.098], [-11.452, -18.828, 17.290], [-11.693, -18.154, 18.417], [-11.901, -16.780, 18.461], [-12.773, -13.875, 15.700], [-13.835, -14.660, 15.202], [-14.548, -14.257, 14.029], [-14.131, -13.028, 13.423], [-13.101, -12.251, 13.969], [-12.363, -12.700, 15.024], [-13.282, -11.300, 20.950], [-15.450, -12.409, 21.386], [-15.644, -14.840, 20.448], [-14.174, -15.525, 18.511], [-11.320, -16.199, 15.152], [-11.243, -18.563, 15.171], [-11.217, -19.911, 17.314], [-11.618, -18.600, 19.415], [-12.022, -16.224, 19.444], [-14.096, -15.581, 15.750], [-15.273, -14.944, 13.565], [-14.681, -12.642, 12.557], [-12.805, -11.333, 13.457], [-11.555, -12.156, 15.461], [-5.334, -4.716, 9.443], [-5.453, -4.972, 10.849], [-5.425, -6.189, 11.446], [-5.467, -6.174, 12.863], [-5.837, -7.294, 13.531], [-5.899, -8.551, 12.853], [-5.711, -8.577, 11.441], [-5.484, -7.384, 10.763], [-5.895, -9.661, 13.639], [-6.007, -10.793, 13.075], [-6.531, -11.777, 13.885], [-7.126, -12.831, 13.136], [-8.278, -13.375, 13.608], [-8.518, -13.256, 15.021], [-9.542, -13.834, 15.587], [-7.673, -12.392, 15.849], [-7.926, -12.604, 17.191], [-7.064, -11.890, 17.992], [-5.880, -11.258, 17.587], [-5.706, -10.993, 16.237], [-6.574, -11.673, 15.317], [-5.372, -3.647, 9.409], [-6.239, -5.159, 8.943], [-4.547, -5.188, 8.876], [-5.315, -5.256, 13.403], [-6.000, -7.298, 14.633], [-5.753, -9.560, 10.966], [-5.521, -7.490, 9.635], [-6.725, -13.097, 12.162], [-9.044, -13.738, 13.006], [-7.406, -11.849, 18.983], [-5.059, -11.077, 18.281], [-4.821, -10.445, 15.883], [-5.834, -19.402, 20.593], [-6.921, -17.919, 21.017], [-7.188, -17.545, 22.376], [-7.852, -16.411, 22.677], [-8.359, -15.666, 21.713], [-8.230, -15.988, 20.336], [-7.497, -17.107, 19.989], [-9.038, -15.221, 19.279], [-8.982, -15.519, 18.078], [-9.687, -14.124, 19.644], [-6.879, -18.161, 23.194], [-8.889, -14.760, 22.072], [-7.285, -17.312, 18.939]],
  "forces_ev_per_angstrom": [[0.0503, 0.3330, -1.2868], [1.0902, 0.0078, -1.1502], [-1.1229, 0.6860, 1.6669], [0.0047, 0.5800, 0.6463], [-0.0911, -1.3776, -0.8874], [1.0362, -0.4356, -0.9365], [-1.4793, 0.1456, 0.7228], [0.8554, -0.1618, -0.1498], [-0.8994, -1.5549, -0.0426], [0.8293, 1.8069, -1.5440], [0.8229, 0.3897, 0.9399], [-0.5492, 0.4045, -0.0385], [0.6879, -0.4885, 0.8377], [-0.2026, -0.3671, 0.1991], [0.4175, -1.2231, -2.0318], [0.1234, 0.9417, 3.5125], [-0.2969, 0.5087, 0.4053], [-1.2068, 0.1164, -0.5809], [-0.4261, 0.6265, -0.7048], [1.8735, 0.6224, 0.4117], [-1.0409, -0.9794, 0.5943], [-0.1684, -0.0285, -1.4385], [-0.7404, -1.2596, 1.5584], [-0.2138, 0.6987, 0.1844], [0.7504, -0.9818, -0.3578], [-0.9752, 0.0416, 0.0699], [-0.3974, 1.0557, 1.0815], [-0.6317, 0.1627, 0.0575], [0.4428, -0.7137, -0.8163], [-0.2944, 0.8270, -0.1573], [-0.1306, -0.3804, -0.4747], [0.1127, -0.9115, -1.4100], [0.0192, 0.5250, -0.4811], [0.1779, 0.6527, 0.3016], [0.2797, -0.2537, 0.2420], [-0.1909, -0.1888, 0.1848], [0.4410, 0.4081, -0.0007], [-2.2838, -1.6869, 0.4385], [1.0151, 0.9017, -0.2046], [-0.0181, 0.0035, 0.1164], [-0.5287, 0.5866, -1.0464], [0.2505, -1.8274, 0.7793], [1.6934, 1.4601, -1.8540], [-0.1977, -0.0760, 1.7150], [-0.7764, -1.0473, -1.8697], [-1.2143, -1.2825, 1.4122], [-0.2150, 0.3800, -0.2330], [2.3879, -0.0684, -0.6116], [0.2880, 1.3961, 0.4086], [0.5250, 0.2426, 2.8440], [-2.2728, -0.2170, -0.4156], [1.6607, 0.7691, -0.8678], [0.4503, -2.2760, 1.0435], [2.7797, 3.6044, -0.0118], [-1.5074, -1.8762, -1.3271], [-0.1155, 0.1645, -1.2062], [0.2607, -1.0970, -0.3895], [-1.6674, 0.1656, 0.2154], [0.2471, 0.4488, -0.4681], [0.3719, 0.6557, 0.3275], [1.0247, 0.0459, 0.4638], [-0.1317, 0.3642, -0.1157], [0.3080, -0.0117, -0.9805], [0.0850, 0.5071, -0.0518], [0.3173, 0.7024, 1.4061], [-0.3231, 0.7326, -0.1799], [-0.8802, -1.4575, -0.9409], [0.0953, -0.2824, 1.5245], [-0.6176, 0.5408, 0.1094], [-0.5931, -0.3665, 0.0829], [-0.1126, 0.0273, 0.0642], [-1.3144, 1.9300, 0.8268], [-0.1368, 0.4433, -2.3722], [0.4466, -1.0703, 0.2070], [-0.2071, 0.5026, -0.5243], [-1.3566, 0.2282, 0.5221], [1.1829, -0.8118, 0.7495], [-0.3035, 2.6244, 0.9506], [0.5632, -0.6815, 0.1816], [1.5937, -2.5347, 0.3072], [0.3034, -0.2450, 0.3410], [0.2975, -0.6556, -0.7101], [-0.3307, -0.0905, 0.2166]],
  "spin_multiplicity": 5,
  "orbital_gap_ev": [6.1102, 6.0849],
  "max_force_ev_per_a": 4.6,
  "s_squared": 6.0177,
  "total_charge": -1,
  "homo_ev": [-4.244, -4.269]
}